DFT (wB97M-V/def2-TZVPD) results for 2 unconnected molecules or ions with the total composition C5H9OP in a non-equilibrium geometry.

Structure (XYZ):
```
16
C5H9OP (wB97M-V/def2-TZVPD)
C -1.0934 1.4412 -0.7705
C -0.9611 1.0141 0.7396
C -0.2199 0.3081 -0.3118
C 0.8896 -1.9381 -0.0269
C -0.2435 -1.1496 -0.6181
O 2.1803 2.1464 1.8158
P 2.3902 1.6499 0.4607
H -1.9055 1.1774 -1.3914
H -0.5460 2.2292 -1.1416
H -0.3855 1.8309 1.3192
H -1.9560 0.5655 1.2022
H 1.9060 -1.8850 -0.3771
H 0.5730 -2.9628 -0.1920
H 0.8534 -1.6207 1.0889
H -1.2224 -1.5594 -0.1082
H -0.2593 -1.2470 -1.6888
```

* charge: 0
* total energy: -16662.51991 eV
* Kohn-Sham gap (spin up / spin down): 7.00 / 6.37 eV
* strongest force on any atom: 0.061 Eh/bohr

---

DFT (wB97M-V/def2-TZVPD) results for C5H9P in the gas phase in a non-equilibrium geometry.

Structure (XYZ):
```
15
C5H9P (wB97M-V/def2-TZVPD)
C -1.4853 0.4579 1.5593
C 1.5248 1.5653 -0.3975
C 1.3805 0.3472 0.7224
C 0.3114 0.9571 -1.1717
C -0.7382 -1.5742 -0.3917
P -0.3564 0.0746 0.3283
H -2.6251 0.2477 1.5306
H -1.3587 1.4352 1.7653
H 1.3732 2.5531 -0.0605
H 2.5549 1.4236 -0.7574
H 2.0404 -0.3777 0.2681
H 0.7049 0.1763 -1.8908
H -1.1222 -2.3588 0.2525
H -1.4466 -1.3746 -1.1470
H 0.0412 -2.0222 -0.9519
```

* charge: 0
* total energy: -14613.13043 eV
* Kohn-Sham gap: 6.42 eV
* strongest force on any atom: 0.103 Eh/bohr

---

DFT (wB97M-V/def2-TZVPD) results for C5H9P in the gas phase in a non-equilibrium geometry.

Structure (XYZ):
```
15
C5H9P (wB97M-V/def2-TZVPD)
C -0.5889 -1.0040 0.4981
C 0.4524 0.0619 0.1996
C -1.5356 -1.4757 -0.5310
C 1.1460 0.5717 1.5125
C 0.1366 1.2411 -0.8508
P 1.7911 -1.0264 -0.7271
H -2.5273 -1.7153 -0.0362
H -1.3464 -2.5229 -0.8016
H -1.6972 -0.7738 -1.3970
H 1.7841 -0.2260 1.8848
H 0.3876 0.8566 2.2277
H 1.7199 1.4080 1.1866
H -0.6539 1.8117 -0.5019
H -0.0344 0.8605 -1.7817
H 0.9659 1.9326 -0.8821
```

* charge: 0
* total energy: -14613.54359 eV
* <S²>: 2.021
* spin multiplicity: 3
* Kohn-Sham gap (spin up / spin down): 7.93 / 6.34 eV
* strongest force on any atom: 0.074 Eh/bohr

---

DFT (wB97M-V/def2-TZVPD) results for C5HNO4 in the gas phase in a non-equilibrium geometry.

Structure (XYZ):
```
11
C5HNO4 (wB97M-V/def2-TZVPD)
O 3.4101 -0.0645 0.1837
C 2.4268 0.5603 -0.5197
N 1.3015 1.0243 -1.2121
C 0.1213 0.4325 -0.4567
C -0.7851 1.0079 0.5746
C -1.7513 -0.2725 0.9223
O -2.8437 -0.3136 1.7335
O -1.2907 -1.5142 0.2213
C -0.2496 -1.1378 -0.7479
O 0.3985 -1.8238 -1.6926
H -0.7377 2.1014 0.9937
```

* charge: 0
* total energy: -14874.05616 eV
* SMILES: O=C=NC1=CC(=O)OC1=O
* Kohn-Sham gap: 8.90 eV
* strongest force on any atom: 0.229 Eh/bohr

---

DFT (wB97M-V/def2-TZVPD) results for 12 unconnected molecules or ions with the total composition C60H108F12N14O24S12 in a non-equilibrium geometry.

Structure (XYZ):
```
230
C60H108F12N14O24S12 (wB97M-V/def2-TZVPD)
C -0.0292 1.0451 -6.4184
N -1.4155 1.2882 -6.7985
C -2.2936 0.2951 -6.7854
C -3.6039 0.5045 -7.3049
C -4.0474 1.7433 -7.7959
C -3.0951 2.8031 -7.6601
C -1.7777 2.5607 -7.1906
C -5.4273 1.9354 -8.4507
C -6.5717 1.4120 -7.9107
C -7.8216 1.5776 -8.4999
N -7.8993 2.2154 -9.7380
C -6.8220 2.7825 -10.2847
C -5.5762 2.6265 -9.6607
C -9.1611 2.1155 -10.4787
H 0.4568 1.9938 -6.1905
H 0.4353 0.5655 -7.2800
H 0.0262 0.4282 -5.5215
H -1.9341 -0.6302 -6.3599
H -4.2991 -0.3189 -7.2336
H -3.4013 3.7918 -7.9686
H -1.0737 3.3772 -7.2558
H -6.4757 0.6995 -7.1047
H -8.7540 1.2831 -8.0413
H -6.9071 3.2358 -11.2612
H -4.7235 3.0992 -10.1253
H -10.0298 1.9389 -9.8444
H -9.0974 1.3906 -11.2902
H -9.2637 3.0920 -10.9522
C 3.4172 -2.9724 9.6743
N 3.5865 -3.3367 8.2555
C 2.8353 -2.8077 7.2826
C 2.9731 -3.1753 5.9428
C 3.8394 -4.2198 5.6024
C 4.5578 -4.8118 6.6786
C 4.4372 -4.3456 7.9857
C 3.9170 -4.8149 4.2487
C 3.6344 -6.2096 4.0881
C 3.4365 -6.7386 2.7893
N 3.4432 -5.9004 1.7495
C 3.6660 -4.5383 1.9113
C 3.9058 -4.0274 3.1732
C 3.1967 -6.4853 0.3976
H 2.8350 -3.8228 10.0292
H 2.9279 -1.9986 9.6910
H 4.3556 -2.9914 10.2285
H 2.1153 -2.0839 7.6347
H 2.3696 -2.6591 5.2109
H 5.1538 -5.6962 6.5080
H 5.0386 -4.6753 8.8199
H 3.5932 -6.8453 4.9603
H 3.4651 -7.8035 2.6118
H 3.5715 -3.9122 1.0364
H 4.0394 -2.9689 3.3410
H 4.1700 -6.6086 -0.0774
H 2.5888 -5.8204 -0.2159
H 2.8093 -7.4936 0.5435
C 1.8225 2.8225 -1.9233
C 1.4019 1.4530 -1.4282
C 0.9442 0.4649 -2.5369
N 0.4118 -0.9682 -2.1698
C -0.8116 -0.8784 -1.2036
C -1.1631 -2.1633 -0.4818
C 0.1160 -2.7962 0.2539
C 1.0801 -3.1032 -0.8184
C 1.5498 -1.7470 -1.4888
C 0.0576 -1.6703 -3.5103
H 0.9462 3.4519 -2.0786
H 2.3662 2.6880 -2.8584
H 2.5273 3.3848 -1.3107
H 0.6298 1.6259 -0.6785
H 2.2213 1.0931 -0.8060
H 1.7621 0.3122 -3.2410
H 0.1647 0.9563 -3.1192
H -0.4751 -0.1227 -0.4939
H -1.7370 -0.5154 -1.6508
H -1.9777 -1.8952 0.1910
H -1.7025 -2.7783 -1.2022
H 0.6080 -2.2308 1.0454
H -0.3211 -3.6862 0.7066
H 1.9893 -3.5805 -0.4529
H 0.6071 -3.7924 -1.5180
H 2.1023 -1.1342 -0.7766
H 2.3273 -2.0741 -2.1792
H -0.5770 -2.5347 -3.3144
H 1.0192 -2.0142 -3.8911
H -0.5463 -0.9564 -4.0705
C 7.4246 3.7257 6.5901
C 6.7322 3.5071 5.2135
C 6.4187 4.8551 4.5901
N 5.5634 4.8580 3.2921
C 5.7185 6.2454 2.7155
C 4.9889 6.3596 1.3833
C 5.2932 5.2297 0.3709
C 5.2385 3.8110 0.9323
C 5.9788 3.8259 2.2498
C 4.0355 4.6776 3.6399
H 7.5798 2.8263 7.1860
H 6.9784 4.5670 7.1205
H 8.3840 4.1595 6.3085
H 5.7506 3.0567 5.3607
H 7.3527 2.8542 4.5997
H 7.3450 5.4285 4.5533
H 5.7633 5.3470 5.3088
H 6.7885 6.3294 2.5251
H 5.3595 7.0117 3.4025
H 5.3026 7.2751 0.8817
H 3.9095 6.4136 1.5253
H 6.1712 5.3819 -0.2569
H 4.5425 5.3387 -0.4119
H 5.6507 3.1240 0.1932
H 4.2341 3.4034 1.0472
H 7.0379 4.0059 2.0649
H 5.8433 2.8563 2.7290
H 3.9522 3.6843 4.0809
H 3.3466 4.8243 2.8080
H 3.8331 5.4656 4.3653
C -2.6911 -5.9792 8.9589
C -2.2437 -5.0738 7.7850
C -3.2106 -5.2254 6.5851
N -2.7054 -5.9123 5.2668
C -3.9622 -6.0041 4.3280
C -4.4569 -4.6850 3.6673
C -3.3358 -3.9805 2.9643
C -2.0888 -3.8053 3.8766
C -1.5771 -5.1552 4.4837
C -2.1187 -7.3188 5.6429
H -2.1781 -5.7018 9.8798
H -2.4746 -7.0445 8.8802
H -3.7571 -5.8376 9.1375
H -1.2180 -5.1552 7.4252
H -2.4431 -4.0766 8.1775
H -3.7624 -4.3684 6.1988
H -4.0161 -5.9112 6.8477
H -4.7479 -6.4733 4.9201
H -3.6751 -6.7296 3.5668
H -4.9528 -3.9610 4.3139
H -5.1281 -4.9379 2.8466
H -3.6333 -3.0340 2.5129
H -3.0796 -4.4819 2.0310
H -2.4719 -3.2069 4.7032
H -1.2939 -3.2407 3.3893
H -0.7663 -4.9476 5.1820
H -1.1166 -5.8479 3.7794
H -1.4719 -7.3496 6.5198
H -1.5956 -7.7471 4.7879
H -3.0689 -7.8232 5.8183
C -7.9071 3.3204 3.4167
C -6.4742 3.5311 2.9709
C -6.3622 3.0751 1.5158
N -5.0298 3.3740 0.7892
C -5.2475 3.0424 -0.7350
C -3.9271 3.1512 -1.5966
C -2.8990 2.1637 -1.0182
C -2.7073 2.3326 0.5104
C -4.0597 2.3375 1.2856
C -4.5003 4.8686 0.9651
H -8.2426 2.3007 3.2277
H -8.5040 3.9446 2.7518
H -8.0840 3.7934 4.3827
H -5.8188 2.9277 3.5991
H -6.2059 4.5872 2.9952
H -7.1015 3.5655 0.8825
H -6.5289 2.0013 1.6003
H -5.6367 2.0272 -0.6575
H -6.0327 3.7242 -1.0616
H -4.2306 2.7624 -2.5686
H -3.5364 4.1656 -1.6771
H -3.3282 1.1690 -1.1383
H -1.9601 2.0933 -1.5673
H -2.0358 1.5356 0.8298
H -2.1738 3.2509 0.7560
H -4.3721 1.2933 1.2687
H -3.8703 2.5387 2.3400
H -4.4425 5.1877 2.0057
H -5.2756 5.4779 0.5007
H -3.4684 4.9578 0.6255
N 1.3304 6.0821 2.0190
S 0.5652 5.6504 0.8389
O 1.0339 6.0443 -0.4612
O -0.8366 5.2719 1.0758
F 1.3752 4.2211 0.9127
S 1.2250 7.7592 1.7990
O -0.0363 8.4349 1.3790
O 2.4847 8.5116 1.4836
F 1.1737 7.9830 3.4434
N 4.0414 -4.4723 -1.8180
S 5.4488 -4.0559 -1.9604
O 5.7507 -2.6229 -1.8001
O 6.3016 -4.8250 -2.8457
F 5.8972 -4.6065 -0.5010
S 3.7520 -4.3552 -3.4955
O 4.0393 -5.4945 -4.3213
O 3.8005 -3.0144 -4.0694
F 2.1344 -4.4389 -3.3209
N 1.9471 -1.3163 -8.4333
S 2.2980 -1.8504 -6.8633
O 2.9393 -0.8975 -5.9461
O 2.5342 -3.2670 -6.7724
F 0.7654 -1.7272 -6.4125
S 3.2985 -1.5229 -8.9609
O 3.6606 -2.8151 -9.5151
O 4.3836 -0.6998 -8.3983
F 3.0219 -0.8124 -10.4025
N -0.7996 5.2885 -5.6908
S -1.0358 4.4655 -4.2330
O -1.2922 5.3805 -3.1343
O -0.5176 3.1224 -4.0755
F -2.5780 4.0994 -4.6358
S 0.6992 5.3192 -5.4648
O 1.3587 4.0717 -5.8406
O 1.2251 6.0445 -4.2737
F 1.1710 6.3404 -6.7176
N -3.2519 -1.9994 -4.6902
S -4.6057 -1.3881 -3.9325
O -4.7683 -1.4659 -2.4745
O -5.7745 -1.3385 -4.7984
F -4.2842 0.2297 -4.0473
S -3.5807 -3.4008 -4.3188
O -4.8580 -4.0326 -4.6973
O -2.8785 -3.8781 -3.1531
F -2.6550 -3.9622 -5.5646
N 4.8011 -0.9304 2.2038
S 3.4797 0.0922 2.3564
O 2.3338 -0.1113 1.4648
O 3.8451 1.4717 2.7191
F 2.9283 -0.4656 3.7352
S 5.3741 -0.2052 1.0464
O 6.3227 0.8432 1.3471
O 4.5740 -0.0710 -0.1193
F 6.4847 -1.3166 0.6018
```

* charge: +2
* total energy: -296571.56019 eV
* Kohn-Sham gap: 2.66 eV
* strongest force on any atom: 0.233 Eh/bohr